Below is a molecular structure, C39H53GeN2NiOP2, with properties calculated with ωB97M-V/def2-TZVPD.

```
99
Properties=species:S:1:pos:R:3:forces:R:3:lowdin_spin:R:1
Ge 2.641387 -0.773918 -1.765781 0.07 0.08 -0.03 0.00
Ni -0.162637 -0.141936 0.047148 0.04 -0.20 -0.17 1.55
P -1.620562 1.321292 1.121322 -0.17 0.08 -0.03 0.10
P -1.485056 -1.321498 1.522670 -0.19 0.13 0.21 0.10
O 1.295770 0.680526 -1.233469 -0.04 -0.08 0.07 0.02
N 0.947118 2.892194 -0.962727 0.04 -0.10 -0.18 0.00
N -1.966265 0.143365 2.296000 0.29 -0.06 -0.05 0.02
C -3.020905 -1.563655 -2.201626 -0.01 0.01 -0.06 0.01
C 2.575324 -3.492314 -0.862263 0.03 -0.03 -0.01 0.00
C -0.612543 -3.664650 2.617126 0.03 0.10 -0.03 0.00
C -2.662481 -2.783206 3.567571 -0.04 -0.01 -0.05 0.01
C 0.918423 2.787385 -4.046135 -0.01 0.00 0.01 0.00
C -1.429206 3.933384 2.086403 -0.01 -0.04 -0.04 0.01
C 5.409938 -1.019412 -1.159514 -0.02 -0.07 0.01 0.00
C 4.340491 0.064154 -1.343016 -0.09 0.02 0.03 0.00
C 1.379351 1.910596 -1.694860 0.00 0.21 0.00 0.00
C -0.784855 2.711919 1.882530 -0.03 0.01 0.06 0.02
C -2.176234 -1.523339 -1.101744 0.03 0.01 0.02 0.02
C -2.687084 -1.560540 0.198861 0.02 0.03 0.05 0.02
C 0.548431 2.548927 2.281453 -0.02 -0.03 0.06 0.01
C 1.225483 3.590946 2.889851 0.03 0.03 0.02 0.00
C -5.486291 2.861370 -0.728502 0.01 0.00 0.01 0.00
C -0.367110 3.329987 -3.424739 0.02 -0.03 0.00 0.00
C -0.727587 -4.790165 3.417380 -0.02 0.01 0.03 0.00
C -2.763953 -3.908529 4.364971 -0.01 0.00 0.02 0.00
C 0.574546 4.804247 3.097865 0.00 0.02 -0.01 0.01
C -4.316790 1.916537 1.148502 0.02 -0.01 0.01 0.01
C 0.909703 4.294491 -1.427365 0.02 0.00 -0.03 0.00
C -4.906563 -1.702604 -0.702487 -0.01 0.00 -0.01 0.01
C -4.061720 -1.655596 0.394280 0.00 0.05 0.00 0.00
C -5.482613 2.412143 0.587101 -0.03 0.00 -0.01 0.00
C -1.574089 -2.657792 2.696647 0.10 -0.07 -0.09 0.03
C 1.930123 -2.120418 -0.561679 0.02 0.04 -0.01 0.02
C 1.961350 2.214388 -3.036135 -0.03 0.02 -0.01 0.00
C -0.177261 4.518523 -2.484366 0.01 -0.02 0.03 0.00
C -4.326082 2.815345 -1.491418 0.00 0.00 -0.01 0.00
C 2.428905 -4.484331 1.483681 0.15 0.03 -0.04 0.00
C -4.389672 -1.649348 -1.994414 0.00 -0.01 0.00 0.00
C 6.605687 -2.982621 -2.238146 -0.01 -0.02 0.01 0.00
C 5.554101 -1.894656 -2.399955 0.01 0.00 0.01 0.00
C -3.148560 1.882603 0.386615 0.04 0.00 0.02 0.02
C -3.155498 2.325374 -0.934416 0.05 -0.03 -0.03 0.00
C 2.031274 -4.614343 0.018572 -0.02 -0.01 -0.01 0.00
C -1.798547 -4.908073 4.291432 0.01 0.00 -0.01 0.00
C -1.884294 0.425331 3.746307 -0.15 0.00 0.04 0.00
C -0.744070 4.974849 2.697187 0.03 0.02 0.01 0.00
H 4.583904 -2.369634 -2.633325 -0.02 0.00 -0.02 0.00
H -0.989145 0.995415 3.990785 0.01 0.01 -0.01 0.00
H 2.764227 2.937035 -2.872767 0.00 0.00 0.01 0.00
H -2.618992 -1.559671 -3.206133 -0.01 0.01 0.01 0.00
H 1.412352 3.565955 -4.627111 0.00 -0.01 0.00 0.00
H -2.250949 2.274335 -1.533328 -0.08 0.01 0.08 0.00
H 1.100394 5.619012 3.578177 0.00 -0.01 0.00 0.00
H -5.059909 -1.692697 -2.842590 0.00 0.00 0.00 0.00
H -1.885498 -5.784115 4.920260 -0.01 0.00 -0.01 0.00
H 2.070873 -3.555784 1.938442 0.23 -0.05 -0.03 0.00
H 6.344522 -3.669328 -1.430564 0.00 0.01 0.01 0.00
H -1.124952 4.753505 -1.997683 -0.02 -0.03 0.02 0.00
H 2.200137 -0.966112 -3.217096 0.01 -0.01 0.03 0.00
H 0.600868 2.695610 -0.029270 -0.04 0.02 0.08 0.00
H 2.408055 -5.560392 -0.372613 -0.01 0.00 0.02 0.00
H -3.598897 -4.010539 5.045127 0.01 0.00 0.00 0.00
H 2.113828 -1.835132 0.478111 0.02 0.03 0.03 0.00
H -6.400149 3.244939 -1.162551 0.00 0.00 0.01 0.00
H 5.166631 -1.640798 -0.291412 0.02 0.00 0.01 0.00
H 2.250160 3.462251 3.212049 0.00 0.00 0.00 0.00
H -1.092026 -1.569709 -1.284603 -0.09 -0.02 -0.04 0.01
H 7.575862 -2.545585 -2.000083 0.00 0.00 -0.01 0.00
H 2.420404 1.324279 -3.453294 0.02 -0.06 -0.02 0.00
H 0.843266 -2.225204 -0.709989 0.05 -0.02 -0.01 0.01
H -4.471852 -1.686004 1.396135 -0.01 0.00 -0.01 0.00
H 5.790433 -1.266046 -3.263480 0.00 0.00 0.01 0.00
H 0.748537 4.908602 -0.544565 -0.01 0.00 0.01 0.00
H 4.621004 0.736288 -2.154817 -0.03 0.03 -0.04 0.00
H 0.227367 -3.568642 1.937687 -0.27 -0.01 0.08 0.00
H -2.458133 4.068607 1.776421 0.01 -0.01 0.00 0.00
H 4.213104 0.663876 -0.437407 -0.02 -0.02 -0.01 0.00
H 0.942687 -4.660413 -0.090726 -0.04 0.00 0.01 0.00
H 1.897695 4.541128 -1.813857 0.01 0.00 0.00 0.00
H -0.881421 2.513664 -2.900767 0.07 0.05 -0.07 0.00
H 3.657314 -3.420583 -0.717485 -0.02 0.01 -0.02 0.00
H -5.975242 -1.785001 -0.554952 0.00 0.00 0.00 0.00
H 2.025680 -5.307171 2.072487 0.02 -0.01 -0.01 0.00
H 0.103574 5.404538 -3.055670 0.00 0.00 0.01 0.00
H -4.317423 1.555321 2.170042 -0.01 0.01 -0.01 0.00
H 1.054520 1.594933 2.140945 0.00 -0.02 0.02 0.00
H -6.390502 2.448779 1.174427 0.01 0.00 -0.01 0.00
H -3.427116 -2.017711 3.623231 0.00 -0.01 0.01 0.00
H -1.850096 -0.510921 4.294642 -0.01 0.01 0.00 0.00
H -4.340400 3.155138 -2.518776 0.00 0.00 0.01 0.00
H -2.759981 0.986984 4.068458 -0.01 -0.01 0.00 0.00
H 0.017299 -5.572368 3.362305 -0.02 0.01 0.01 0.00
H -1.042167 3.624305 -4.228007 0.01 0.00 -0.01 0.00
H 2.412453 -3.741699 -1.914545 0.00 0.00 0.02 0.00
H 6.717350 -3.564127 -3.151268 0.00 0.00 0.00 0.00
H 3.514468 -4.510438 1.592816 -0.01 0.00 0.01 0.00
H 0.657980 1.995141 -4.746698 0.00 0.00 0.00 0.00
H 6.362951 -0.539962 -0.928878 -0.01 0.01 -0.02 0.00
H -1.243923 5.919211 2.867048 0.01 -0.01 0.00 0.00
```
Positions in Å, forces in eV/Å.

M, g/mol: 759.12
<S²>: 2.009
ΔE to the lowest compared entry with this formula, charge and spin, kJ/mol: 0.0
2S+1: 3
Frontier orbital gap (spin up / spin down), eV: 8.761 / 6.784
Charge: +3
Strongest force on any atom, Eh/bohr: 0.0060


Below is a molecular structure, C39H60Cl2GeO9Se2V, with properties calculated with ωB97M-V/def2-TZVPD.

```
114
Properties=species:S:1:pos:R:3:forces:R:3:lowdin_spin:R:1
Se -1.372614 -1.493214 0.207373 -0.24 -0.43 0.06 0.02
Se 0.025209 1.622577 2.261435 0.09 0.15 0.55 0.02
Ge -0.832335 4.570639 3.428019 -0.02 0.00 0.01 0.00
V -0.195475 0.727246 -0.137308 0.32 0.49 -0.66 2.75
Cl 1.177676 5.604543 -1.622911 0.00 0.02 0.02 0.00
Cl 2.191264 4.284443 -4.022488 -0.01 -0.01 0.01 0.00
O 1.622341 -2.565992 -0.082267 0.03 -0.04 0.09 0.00
O -0.140228 0.079308 -2.098488 -0.07 0.01 -0.04 0.02
O 0.608448 2.593429 -0.922765 -0.01 -0.05 -0.02 0.02
O -2.143989 1.435147 -0.210231 -0.12 0.00 0.05 0.03
O 1.195130 -1.153597 2.629311 -0.01 -0.13 0.12 0.00
O 3.562769 0.121856 -1.487298 0.00 -0.78 0.09 0.00
O 1.827883 0.189796 -0.118673 -0.01 -0.08 0.30 0.03
O 3.413943 -1.123164 2.235202 0.05 -0.11 0.07 0.00
O 2.700752 2.446140 -1.785432 -0.08 0.42 -0.20 0.01
C -2.722374 4.299295 3.887392 0.04 -0.02 0.00 0.00
C 2.624515 -0.453122 -0.763567 0.15 0.05 -0.39 0.01
C -0.123421 -0.875885 -6.362898 0.00 0.00 0.00 0.00
C -3.483627 -4.466501 -5.018553 0.00 0.00 0.00 0.00
C -2.980289 -5.652335 -2.901058 0.00 0.00 0.00 0.00
C -1.277987 -5.601481 -4.703262 0.00 0.00 0.00 0.00
C -6.772846 -1.876413 0.005954 -0.02 -0.01 0.01 0.00
C 1.555868 2.903293 -1.671306 -0.23 0.08 -0.03 0.01
C -4.533610 1.239612 -0.252657 -0.01 0.00 0.00 0.00
C -0.776551 0.971370 -4.848988 0.00 -0.02 0.02 0.00
C -6.449155 -3.355211 0.222865 0.00 0.00 0.00 0.00
C -1.200658 -2.559806 -4.326976 -0.02 -0.02 0.01 0.00
C -0.645382 -1.358751 -3.924537 0.01 0.01 0.04 0.00
C -0.380775 3.496177 1.865464 -0.01 0.03 -0.03 0.01
C -3.722832 3.699800 -0.225898 0.05 0.01 0.01 0.00
C 2.256801 -1.593673 2.136679 -0.05 0.20 -0.29 0.00
C -6.090579 3.202251 0.140937 0.00 -0.02 -0.03 0.00
C -0.031104 -0.372123 -4.920081 0.01 0.00 -0.01 0.00
C -5.513839 -1.012825 -0.002531 0.00 0.00 -0.01 0.00
C -5.608314 0.362440 -0.220081 0.02 0.02 0.05 0.00
C 2.115490 -2.848625 1.233016 0.00 -0.05 0.04 0.00
C -3.127074 -0.693956 0.120600 0.05 0.08 0.02 0.01
C 0.252653 4.105991 4.998388 -0.01 0.03 -0.02 0.00
C -2.374514 -4.784276 -4.004623 0.01 0.00 0.00 0.00
C -7.504553 -1.746834 -1.338302 0.00 0.00 0.00 0.00
C -0.560528 6.478146 3.013823 -0.02 -0.03 0.02 0.00
C -1.787822 -3.485796 -3.453744 0.01 0.00 -0.01 0.00
C 2.552855 -1.954113 -0.920294 0.07 0.00 0.11 0.00
C -7.713597 -1.423438 1.132038 0.00 0.00 -0.01 0.00
C -4.832248 2.711496 -0.597721 0.00 0.00 0.00 0.00
C -5.070632 2.810605 -2.112118 0.03 -0.01 -0.01 0.00
C 1.456149 -0.151893 -4.600361 -0.02 -0.01 -0.02 0.00
C -0.659379 -1.023296 -2.530066 -0.02 -0.06 -0.02 0.01
C -1.265386 -1.957497 -1.660988 0.03 0.05 -0.02 0.01
C -3.209033 0.707308 -0.104727 0.00 -0.03 -0.13 0.01
C 1.161354 4.099849 -2.589696 0.04 -0.02 0.03 0.00
C -1.804288 -3.152917 -2.108540 0.00 -0.01 0.01 0.00
C -4.235979 -1.517942 0.181188 0.00 -0.04 -0.01 0.00
C 1.931193 1.890136 2.504283 0.03 -0.04 -0.05 0.01
H -1.226583 3.461564 1.180815 -0.08 0.03 -0.04 0.00
H -1.160654 -1.023984 -6.675520 0.01 0.00 0.00 0.00
H -3.387159 -6.570066 -3.335291 0.00 0.00 0.00 0.00
H -1.120260 6.752277 2.118252 0.00 0.00 0.00 0.00
H 1.892224 0.557404 -5.310738 0.00 0.00 -0.01 0.00
H -5.289734 3.843950 -2.401817 0.00 0.00 0.00 0.00
H -7.999367 -0.377406 1.008567 0.00 0.00 0.00 0.00
H -7.219480 -1.520460 2.100742 0.00 0.00 0.00 0.00
H -4.277303 -3.888531 -4.541065 0.00 0.00 0.00 0.00
H -0.824642 -5.036458 -5.519318 0.00 0.00 0.00 0.00
H -2.241685 -3.816814 -1.372903 0.00 0.00 0.00 0.00
H 0.325298 -0.133664 -7.028038 0.00 0.00 0.00 0.00
H 2.004755 -1.095474 -4.678821 0.00 0.01 0.01 0.00
H -2.797415 3.503177 -0.758383 -0.01 0.00 0.00 0.00
H 0.455153 3.908335 1.299061 0.00 -0.04 0.03 0.00
H -1.689034 -6.528789 -5.116656 0.00 0.00 0.00 0.00
H -0.888782 7.116215 3.837059 0.00 -0.01 0.00 0.00
H 0.496256 6.673430 2.824414 0.00 0.00 0.00 0.00
H -4.069004 4.714311 -0.453830 0.00 0.00 0.01 0.00
H -3.916335 -5.388161 -5.422414 0.00 0.00 0.00 0.00
H -1.183321 -2.802963 -5.383006 -0.01 0.00 0.01 0.00
H 2.230851 -2.124614 -1.952787 -0.01 0.00 0.00 0.00
H -3.791365 -5.132094 -2.387459 0.00 0.00 0.00 0.00
H -3.367139 4.637592 3.075204 0.00 0.00 -0.01 0.00
H -2.983641 4.851822 4.792384 0.00 0.00 0.00 0.00
H -5.955006 -3.518493 1.182479 0.00 0.00 0.00 0.00
H -0.486850 -5.856370 -3.995379 0.00 0.00 0.00 0.00
H 3.562987 -2.367253 -0.798201 -0.03 0.01 0.01 0.00
H -1.820636 0.841239 -5.148452 0.01 0.00 0.00 0.00
H -5.796520 -3.737767 -0.564575 0.00 0.00 0.00 0.00
H 2.333399 2.304234 1.580668 -0.01 -0.01 0.00 0.00
H -0.752260 1.364937 -3.834359 0.00 0.01 0.00 0.00
H -3.099061 -3.877426 -5.852585 0.00 0.00 0.00 0.00
H -3.507958 3.645170 0.841860 0.05 0.00 0.05 0.00
H -8.412106 -2.359824 -1.345579 0.00 0.00 0.00 0.00
H 2.362280 0.907743 2.696200 0.00 0.03 -0.02 0.00
H -5.907166 2.178110 -2.419622 0.00 0.00 0.01 0.00
H 1.385291 -3.528824 1.671518 -0.03 0.00 -0.02 0.00
H 1.584364 0.246428 -3.597093 0.00 -0.01 0.01 0.00
H 1.213277 4.623049 4.979899 0.01 -0.02 -0.02 0.00
H -5.961667 3.097435 1.220655 -0.01 0.00 0.00 0.00
H -4.070115 -2.575359 0.348158 0.00 0.00 0.00 0.00
H -0.310351 1.695241 -5.525119 0.01 0.00 -0.01 0.00
H 3.269204 1.083220 -1.578974 0.07 0.31 0.18 0.00
H -0.271666 4.385026 5.914548 0.01 0.02 -0.01 0.00
H -6.256541 4.260018 -0.083270 0.01 -0.01 0.00 0.00
H 3.090390 -3.344078 1.140282 -0.01 -0.01 0.03 0.00
H -6.597261 0.772638 -0.390603 -0.01 0.00 0.01 0.00
H 0.142620 3.965090 -2.933583 0.00 -0.01 0.01 0.00
H 0.416797 -1.816771 -6.498062 0.00 0.01 -0.01 0.00
H -2.919605 3.239822 4.058410 0.01 0.00 -0.01 0.00
H -4.181444 2.481029 -2.653245 0.00 0.00 0.00 0.00
H 0.434624 3.031105 5.019830 -0.02 0.00 0.00 0.00
H -6.993427 2.663457 -0.146595 -0.02 0.01 -0.01 0.00
H -2.231182 -5.931205 -2.157654 0.00 0.00 0.00 0.00
H 2.097665 2.567823 3.340176 -0.01 0.02 0.02 0.00
H -7.372972 -3.940519 0.212654 0.00 0.00 0.00 0.00
H -8.626396 -2.028666 1.143239 0.00 0.00 0.00 0.00
H -6.856996 -2.073117 -2.154446 0.00 0.00 0.00 0.00
H -7.792225 -0.712855 -1.535167 0.00 0.00 0.00 0.00
```
Positions in Å, forces in eV/Å.

M, g/mol: 1025.28
<S²>: 3.758
ΔE to the lowest compared entry with this formula, charge and spin, kJ/mol: 0.0
2S+1: 4
Frontier orbital gap (spin up / spin down), eV: 5.363 / 6.302
Charge: -2
Strongest force on any atom, Eh/bohr: 0.0171